[1]
ORCA calculation (the ωB97M-V functional and the def2-TZVPD basis) on an isolated molecule of C5H11N3.

XYZ file:
```
19
Properties=species:S:1:pos:R:3:forces:R:3:lowdin_charge:R:1
C 0.643 -0.029 -1.841 -0.0259 0.0128 0.0700 -0.07
C 0.351 -0.624 0.590 -0.0199 -0.1845 0.1188 -0.35
C -0.695 1.371 -0.247 0.0899 0.1003 -0.0392 -0.09
N 1.441 -0.784 1.483 0.1602 0.0539 0.2029 0.06
N -0.482 2.390 0.535 0.0627 0.2456 0.1226 0.07
N -1.890 -1.253 -0.118 -0.2632 -0.1970 -0.1176 0.02
C -0.752 -1.370 0.688 0.1208 0.0506 -0.0551 -0.18
C 0.526 0.501 -0.409 -0.1366 0.0494 -0.0724 -0.38
H 1.345 -1.619 2.047 0.1091 0.0752 -0.0389 0.07
H 2.336 -0.789 1.008 -0.0581 -0.1110 0.0266 0.07
H -1.245 3.012 0.771 0.1673 -0.0877 -0.0388 0.10
H 0.418 2.601 0.978 -0.1518 -0.0850 -0.0932 0.11
H -2.745 -1.446 0.391 0.1411 0.0767 -0.1516 0.08
H -1.926 -0.335 -0.555 -0.2439 0.0020 0.0930 0.03
H -0.784 -2.184 1.401 0.0542 -0.0533 0.0858 0.11
H 1.450 1.041 -0.141 -0.0660 0.0184 0.0230 0.12
H 1.589 -0.554 -1.978 -0.0051 -0.0335 -0.0039 0.08
H 0.596 0.794 -2.552 0.0225 0.0224 -0.0949 0.07
H -0.173 -0.721 -2.052 0.0427 0.0447 -0.0372 0.07
```
Positions in Å, forces in eV/Å.

gap between HOMO and LUMO	8.1	eV
E_HOMO	-7.0	eV
energy relative to the best compared isomer or geometry (same formula, charge and spin)	54.6	kcal per mole
DFT total energy	-9831.5404	eV
total charge	0


[2]
ORCA calculation (the ωB97M-V functional and the def2-TZVPD basis) on an isolated molecule of C5H11N3.

XYZ file:
```
19
Properties=species:S:1:pos:R:3:forces:R:3:lowdin_charge:R:1
N -0.455 1.789 -1.492 0.7824 5.6772 -3.1854 -0.01
C -1.045 1.004 -0.499 -0.6754 -2.6039 -0.0187 -0.30
C -0.364 0.658 0.792 -0.4175 0.1224 -2.6440 -0.26
N 0.967 0.334 0.929 2.5363 1.4666 4.3035 -0.13
C 0.799 -1.120 1.474 0.3277 1.6667 2.8974 -0.15
C -0.409 -1.676 0.511 -1.3646 -1.0089 0.5414 -0.11
C -0.472 -0.443 -0.447 -0.3353 -0.4656 -1.7372 -0.34
N 0.704 -0.663 -1.324 1.7939 0.9276 3.2737 0.02
H -0.441 2.892 -1.281 -0.0352 -3.4400 0.1459 0.14
H -0.719 1.883 -2.574 0.0062 -1.5522 3.4316 0.15
H -2.098 1.041 -0.337 -0.8292 0.3134 0.1366 0.12
H -1.005 0.209 1.523 -0.7706 0.5963 0.4623 0.11
H 1.342 0.999 1.680 0.1035 -1.7358 -1.0278 0.14
H 1.830 -1.535 1.646 -1.0436 -0.4727 -1.1065 0.11
H 0.534 -0.955 2.612 -0.3729 -0.6638 -2.1193 0.12
H -0.128 -2.659 0.083 0.3442 0.9344 -0.5184 0.09
H -1.443 -2.033 0.955 2.0792 1.5267 -0.0361 0.13
H 1.365 -0.832 -0.434 -0.5650 -0.1180 -3.2464 0.09
H 1.189 0.232 -1.645 -1.5640 -1.1703 0.4475 0.08
```
Positions in Å, forces in eV/Å.

gap between HOMO and LUMO	8.4	eV
E_HOMO	-7.5	eV
structure (SMILES)	N[C@@H]1[C@@H]2NCC[C@@]12N
energy relative to the best compared isomer or geometry (same formula, charge and spin)	154.7	kcal per mole
DFT total energy	-9827.1971	eV
total charge	0


[3]
ORCA calculation (the ωB97M-V functional and the def2-TZVPD basis) on a cluster of 2 separate species, C5H11N3 in total.

XYZ file:
```
19
Properties=species:S:1:pos:R:3:forces:R:3:lowdin_charge:R:1
C 1.214 -0.768 -0.969 -1.0863 0.2910 2.8012 0.02
C 0.022 1.530 -0.497 0.5662 -0.4003 0.3779 0.08
N -0.137 0.253 -0.518 2.8169 -0.8064 -1.0376 -0.06
H 1.990 -0.846 0.067 -2.2448 0.8748 -1.5935 0.08
H 0.618 -1.525 -1.453 0.0948 -0.3071 -0.1209 0.04
H 1.970 -0.272 -1.556 -0.5836 0.7230 -0.5957 0.04
H 1.047 1.874 -0.433 0.0504 0.1102 -0.4451 0.08
H -0.822 2.197 -0.385 -0.1107 -0.0806 0.2129 0.10
C -1.415 -0.340 -0.336 -0.5005 -0.7007 0.2596 -0.45
N -2.464 0.331 -0.964 0.3232 0.1894 -0.1529 0.11
C 2.075 0.479 1.931 0.3459 0.3538 -0.1921 -0.33
C -1.549 -1.380 0.491 0.0783 0.2610 -0.2789 0.07
N 2.619 0.439 0.812 0.5315 -0.1011 0.2096 -0.14
H -2.240 0.725 -1.868 -0.0492 -0.1589 0.0145 0.10
H -3.340 -0.167 -0.962 0.0127 0.0057 0.0414 0.10
H 1.003 0.244 2.104 -0.1967 -0.3402 0.2142 0.02
H 2.630 0.810 2.822 -0.1569 0.0975 0.3869 0.02
H -0.713 -1.727 1.070 0.1766 -0.0689 -0.0460 0.06
H -2.506 -1.856 0.645 -0.0679 0.0579 -0.0555 0.06
```
Positions in Å, forces in eV/Å.

gap between HOMO and LUMO (spin up / spin down)	5.9 / 4.9	eV
E_HOMO (spin up / spin down)	-6.1 / -5.5	eV
energy relative to the best compared isomer or geometry (same formula, charge and spin)	159.5	kcal per mole
DFT total energy	-9826.9885	eV
total charge	0


[4]
ORCA calculation (the ωB97M-V functional and the def2-TZVPD basis) on a cluster of 2 separate species, C5H11N3 in total.

XYZ file:
```
19
Properties=species:S:1:pos:R:3:forces:R:3:lowdin_charge:R:1
C -1.252 0.495 -0.884 -0.3443 -0.2086 -1.6375 -0.14
C -0.407 -1.813 -0.952 -0.0432 0.3216 -0.1565 -0.09
C 1.418 1.483 0.586 0.2610 -0.0497 -0.0085 -0.15
C 0.504 -0.085 2.132 0.2052 -0.2150 0.4356 -0.15
N -0.189 -0.382 -1.224 -0.1342 -0.6354 -1.7760 -0.11
N 0.510 0.388 0.780 0.2020 0.8540 1.9646 -0.12
C -1.195 0.098 -2.388 -0.2621 0.1995 2.0312 -0.36
N -1.546 0.019 -3.509 0.0502 -0.1656 -0.6922 0.17
H -0.980 1.538 -0.773 0.0226 -0.0847 0.2413 0.10
H -2.093 0.124 -0.300 0.0269 0.0790 -0.0197 0.11
H -0.003 -2.037 0.031 0.0356 -0.0098 0.1144 0.06
H 0.134 -2.388 -1.701 0.0113 0.0086 0.0435 0.08
H -1.461 -2.109 -0.984 0.0050 0.1096 0.0143 0.09
H 1.442 -0.614 2.373 -0.0669 0.0103 -0.0650 0.09
H 1.398 1.810 -0.455 0.0070 -0.0743 0.0032 0.07
H 1.181 2.350 1.227 -0.0877 -0.2518 -0.0254 0.09
H 2.449 1.191 0.841 -0.0600 0.0343 -0.0539 0.09
H 0.418 0.706 2.896 0.0585 0.1142 -0.2777 0.08
H -0.329 -0.772 2.304 0.1131 -0.0362 -0.1358 0.07
```
Positions in Å, forces in eV/Å.

gap between HOMO and LUMO (spin up / spin down)	9.1 / 7.5	eV
E_HOMO (spin up / spin down)	-9.4 / -7.9	eV
energy relative to the best compared isomer or geometry (same formula, charge and spin)	149.6	kcal per mole
DFT total energy	-9827.4205	eV
total charge	0


[5]
ORCA calculation (the ωB97M-V functional and the def2-TZVPD basis) on a cluster of 2 separate species, C5H11N3 in total.

XYZ file:
```
19
Properties=species:S:1:pos:R:3:forces:R:3:lowdin_charge:R:1
C 0.326 0.126 0.104 1.2915 0.9973 -1.6270 0.08
C -1.890 -0.559 0.487 -0.4713 1.4950 -0.4299 0.26
C 1.217 0.151 2.191 2.5690 0.2260 2.4702 -0.09
C -0.149 -0.482 2.305 0.8056 -4.2905 -0.0435 -0.09
C 0.022 0.110 -3.342 0.0697 -4.5908 -0.1415 -0.13
N 1.380 0.507 0.772 -0.4481 -1.7428 -0.6874 0.11
N -0.715 -0.390 1.010 0.0409 1.5432 -3.6233 -0.08
N -0.343 0.721 -2.201 0.2827 1.6915 1.8596 0.13
H -2.811 -0.670 1.110 1.0132 -0.4870 -0.3683 0.16
H -2.000 -0.306 -0.627 0.3198 -0.6998 1.7506 0.14
H 1.159 1.139 2.651 0.2798 -0.2045 0.6307 0.14
H 2.125 -0.456 2.722 -2.2028 1.3909 -1.7131 0.21
H -0.228 -1.623 2.462 0.9499 1.6035 0.4484 0.20
H -0.729 -0.052 3.026 -1.6384 1.2982 1.9141 0.12
H -0.918 -0.451 -3.590 0.3691 0.0866 -0.5372 0.14
H 0.645 -0.941 -3.169 -1.2011 2.1575 -0.1678 0.23
H 0.473 0.608 -4.160 0.7442 0.8680 -0.4753 0.10
H 2.320 0.907 0.404 -2.3282 -0.8709 0.4608 0.24
H 0.117 1.660 -2.156 -0.4453 -0.4713 0.2798 0.11
```
Positions in Å, forces in eV/Å.

gap between HOMO and LUMO (spin up / spin down)	8.4 / 7.4	eV
E_HOMO (spin up / spin down)	-18.6 / -18.2	eV
energy relative to the best compared isomer or geometry (same formula, charge and spin)	198.4	kcal per mole
DFT total energy	-9809.3387	eV
total charge	+2


[6]
ORCA calculation (the ωB97M-V functional and the def2-TZVPD basis) on an isolated molecule of C5H11N3O.

XYZ file:
```
20
Properties=species:S:1:pos:R:3:forces:R:3:lowdin_charge:R:1
C -1.421 1.450 -0.389 0.4071 0.0115 -0.3134 -0.06
C -2.149 -0.935 -0.028 -0.0072 -0.1562 0.0609 -0.05
C 0.389 -0.742 0.318 -0.5199 1.8948 0.1506 -0.48
C 1.534 0.017 0.035 2.4009 -0.5460 -3.2981 -0.29
C -1.074 0.109 0.239 1.0059 -0.6851 0.5975 -0.45
N 1.664 1.369 -0.141 -1.1527 0.0656 0.8735 0.16
N 2.670 -0.686 -0.345 -0.1596 0.5130 0.7577 0.15
O 0.488 -2.129 0.390 0.3881 0.1578 -0.1352 0.02
N -0.211 0.058 1.330 -2.0844 -0.0337 1.1071 0.06
H 0.396 -2.356 1.326 -0.1699 0.0912 0.0999 0.11
H 2.315 1.875 -0.724 0.2412 -0.9287 -0.0201 0.11
H 0.921 1.954 0.209 -0.0323 -0.3755 0.1540 0.08
H 3.546 -0.186 -0.305 -0.0749 -0.0108 0.0839 0.10
H 2.730 -1.628 0.017 -0.2355 -0.0654 -0.2480 0.10
H -0.746 1.675 -1.220 -0.0743 0.0529 -0.0189 0.07
H -2.437 1.477 -0.785 0.0277 -0.0764 0.0582 0.07
H -3.083 -0.614 0.443 0.0472 0.0533 0.0071 0.08
H -1.891 -1.913 0.370 0.0264 0.0302 0.0186 0.07
H -2.332 -1.035 -1.100 -0.0264 0.0047 -0.0017 0.08
H -1.310 2.236 0.359 -0.0074 0.0027 0.0664 0.08
```
Positions in Å, forces in eV/Å.

gap between HOMO and LUMO	7.9	eV
E_HOMO	-7.2	eV
energy relative to the best compared isomer or geometry (same formula, charge and spin)	80.8	kcal per mole
DFT total energy	-11878.2653	eV
total charge	0


Q: What is the formula in the fifth record?
A: C5H11N3